60
Properties=species:S:1:pos:R:3 method="wB97M-V/def2-TZVPD" charge=0 homo_ev=-6.66 largest_force_ha_per_bohr=0.024 gap_ev=6.08
Ba 1.21 1.42 -0.74
N -3.25 2.22 -2.99
C -2.79 3.39 -3.56
C -1.46 3.42 -3.30
N -1.09 2.31 -2.58
C -2.19 1.60 -2.42
C -2.18 0.27 -1.84
N -1.05 -0.37 -1.61
C -1.41 -1.65 -1.25
C -2.76 -1.77 -1.24
N -3.25 -0.54 -1.61
H -4.20 1.88 -3.04
H -3.44 4.06 -4.09
H -0.74 4.17 -3.58
H -0.67 -2.40 -1.02
H -3.42 -2.59 -0.99
H -4.22 -0.29 -1.68
S 3.48 -0.49 -0.36
C 2.98 -1.63 0.84
N 3.81 -2.40 1.44
N 3.34 -3.41 2.25
C 2.46 -4.42 1.88
C 2.09 -5.36 2.85
C 1.22 -6.40 2.54
C 0.70 -6.53 1.26
C 1.08 -5.61 0.29
C 1.94 -4.56 0.59
N 1.60 -1.77 1.28
N 0.83 -0.83 1.09
C -0.49 -1.06 1.64
C -0.92 -2.33 2.03
C -2.21 -2.47 2.52
C -3.06 -1.37 2.61
C -2.61 -0.12 2.23
C -1.32 0.04 1.74
H 4.03 -3.68 2.93
H 2.48 -5.26 3.86
H 0.95 -7.11 3.32
H 0.03 -7.34 1.02
H 0.71 -5.71 -0.72
H 2.23 -3.87 -0.19
H -0.25 -3.17 1.95
H -2.55 -3.45 2.83
H -4.06 -1.50 3.00
H -3.26 0.75 2.32
H -0.97 1.02 1.46
F 3.35 2.96 -1.80
B 3.21 3.77 -0.65
F 2.77 2.86 0.38
I 5.14 4.66 0.06
C 2.04 4.85 -0.86
C 2.24 6.19 -1.21
C 1.15 7.03 -1.36
C -0.13 6.52 -1.15
C -0.24 5.18 -0.82
N 0.80 4.36 -0.70
H 3.25 6.55 -1.33
H 1.29 8.07 -1.62
H -1.01 7.14 -1.23
H -1.23 4.75 -0.65